{
  "formula": "C4H12NO2S",
  "method": "ωB97M-V/def2-TZVPD",
  "e_lumo_ev": 3.4,
  "multiplicity": 1,
  "largest_force_ha_per_bohr": 0.1259,
  "homo_lumo_gap_ev": 6.2151,
  "total_charge": -1,
  "species": ["C", "N", "C", "C", "S", "C", "O", "H", "H", "H", "H", "H", "H", "H", "H", "H", "H", "H", "H", "O"],
  "coordinates": [[3.2941, 0.0133, 0.5420], [2.0412, -0.6587, 1.1089], [0.7931, -0.3441, 0.4057], [-0.1238, -1.5555, 0.2339], [-1.5317, -1.1608, -0.8687], [0.1457, 0.8131, 1.2219], [-0.5269, 1.6710, 0.2619], [3.1719, 0.9009, -0.1370], [4.0380, 0.5038, 1.2570], [3.8416, -0.8385, -0.0186], [1.8952, -0.5152, 2.1858], [0.9588, 0.0455, -0.6538], [-0.3128, -1.8254, 1.2673], [0.3457, -2.3559, -0.1977], [-1.3348, 1.1811, -0.0717], [-0.5389, 0.5113, 1.8421], [0.7870, 1.5072, 1.7617], [-5.2173, 0.5744, -3.9972], [-5.6506, 0.6898, -2.5953], [-6.0755, 0.8427, -3.5481]],
  "forces_ev_per_angstrom": [[0.644, -0.738, 0.122], [1.710, 0.505, 1.689], [0.508, 1.211, -0.336], [-0.947, 2.505, 1.016], [-0.400, 0.029, 0.466], [1.905, 2.145, -5.801], [-1.100, 0.194, 0.253], [-0.749, -1.043, 0.205], [-1.094, -1.243, -0.133], [-0.586, 1.667, 0.681], [0.692, -0.055, -2.863], [0.289, -0.279, 1.460], [-0.882, -0.457, 0.336], [1.707, -1.839, -1.023], [1.295, 0.075, 0.275], [-3.807, -2.302, 3.788], [0.760, -0.348, -0.172], [-1.651, 0.522, 0.026], [-1.888, 0.638, -2.516], [3.594, -1.186, 2.526]]
}

***

{
  "formula": "C4H12NO3",
  "method": "ωB97M-V/def2-TZVPD",
  "e_lumo_ev": 3.6,
  "multiplicity": 1,
  "largest_force_ha_per_bohr": 0.0361,
  "homo_lumo_gap_ev": 6.6486,
  "total_charge": -1,
  "species": ["C", "N", "C", "C", "O", "C", "O", "H", "H", "H", "H", "H", "H", "H", "H", "H", "H", "H", "H", "O"],
  "coordinates": [[0.9048, -1.9540, -0.1873], [-0.1215, -0.9925, 0.1870], [-0.1263, 0.4325, -0.2184], [0.6805, 1.2224, 0.8435], [0.6692, 2.6060, 0.5307], [0.5474, 0.7217, -1.6271], [0.6631, 2.0523, -1.8779], [0.6380, -2.9189, 0.2372], [1.1381, -1.9954, -1.2581], [1.8531, -1.6541, 0.2783], [-1.0078, -1.4551, 0.0498], [-1.1896, 0.6864, -0.2420], [0.1885, 1.1411, 1.8175], [1.7030, 0.8216, 0.8014], [0.7549, 2.5727, -0.5262], [1.5182, 0.1847, -1.5205], [-0.1291, 0.2390, -2.3707], [-3.5452, -0.1362, 1.7076], [-2.2051, -0.7746, 1.3694], [-2.9343, -0.7997, 2.0058]],
  "forces_ev_per_angstrom": [[0.811, 1.126, 0.225], [-0.605, -0.754, 0.310], [1.120, -0.518, -0.232], [-1.268, 1.036, -0.871], [0.324, -0.296, -0.204], [-1.165, 0.184, 1.054], [0.295, 0.075, -0.112], [-0.038, -0.165, -0.222], [-0.321, -0.347, -0.042], [-0.054, -0.122, 0.043], [-0.081, 0.274, -0.395], [0.121, 0.549, 0.061], [0.432, -0.534, 0.183], [0.038, -0.163, 0.465], [-0.197, 0.113, 0.248], [0.005, -0.073, -0.555], [0.477, -0.452, -0.102], [-0.324, 0.475, -0.210], [0.114, 0.125, 0.332], [0.316, -0.534, 0.027]]
}